The following is a DFT calculation (ωB97M-V with the def2-TZVPD basis set) of C31H63GaIO10 as an isolated structure.

Cartesian coordinates (Å):
H (-2.21744, -0.91157, -3.92656)
O (-3.99349, -4.61616, 1.02584)
H (0.99344, 6.02078, 0.39563)
O (1.08000, -4.49554, 0.29808)
H (2.60447, 7.44547, 2.46139)
H (0.49705, -2.69193, -0.99715)
H (-0.71064, -1.06013, 0.39645)
H (-0.13157, 0.59779, -2.39187)
H (3.59426, 2.48735, -1.47778)
C (4.31220, -3.52998, 2.73996)
H (1.23755, -6.98755, -1.50789)
H (-6.08693, -3.14825, 2.39294)
H (0.39012, 0.21790, -0.13020)
C (2.07068, 4.40331, 4.08517)
H (-2.24334, 3.02576, -4.38466)
H (3.30855, 6.96584, 4.02122)
C (-4.58518, 2.73853, 0.01009)
H (3.11408, -2.60681, 4.25773)
H (1.34177, -5.29996, -2.05648)
H (-1.27234, 5.29097, 0.14392)
C (6.17231, -0.10814, -1.48816)
H (0.99773, -1.17391, 0.72944)
O (0.69460, 5.86001, 2.81234)
H (-4.33679, 4.39154, -1.31680)
C (-3.63861, 1.86684, 0.79940)
C (2.84914, 2.80328, -0.75990)
H (-1.09616, 6.85048, -0.68070)
H (3.75538, 6.09572, 2.54132)
H (-4.20310, 1.21457, 1.43999)
H (2.81569, -6.18429, -1.60389)
C (1.78692, 5.64649, 3.27349)
I (-2.39086, 2.99277, 2.14922)
C (3.79973, -2.81036, 1.52139)
H (-4.96693, -5.01938, -1.86854)
H (1.16554, 3.80504, 4.15576)
H (-1.69642, -4.59676, 0.03858)
H (-0.79121, 2.24036, -3.85859)
H (3.29495, 2.88245, 0.22353)
O (4.81142, -4.63141, 2.66999)
C (2.93979, 6.60226, 3.06025)
H (-8.03196, -0.73439, 3.32872)
H (4.32590, -1.86298, 1.39041)
H (-2.37919, -4.42672, -1.58767)
H (-1.15403, 2.42970, -0.74797)
H (-2.11902, 5.82359, -2.44271)
C (-1.85567, 2.34466, -3.62770)
C (-1.62905, -0.00513, -3.78882)
C (7.55739, -0.55799, -1.89397)
C (0.52928, -1.64399, -1.27933)
O (-2.52245, 1.06592, -3.80289)
H (-0.54349, 5.18496, -2.76156)
H (2.05487, 2.06244, -0.76338)
H (8.25720, -0.35298, -1.08749)
H (-3.00715, 1.24580, 0.17825)
C (-1.35051, 5.17430, -2.02889)
O (2.97952, 4.85642, -1.96550)
C (0.27125, -0.85090, -0.01299)
H (3.95795, -3.42976, 0.64167)
H (-5.82990, -5.54499, -0.40753)
H (5.29004, 0.22318, -3.41431)
H (7.87550, -0.02451, -2.79097)
H (-4.56957, 2.85357, -2.13792)
H (-6.04361, -2.66700, 0.69239)
H (-1.66580, 0.06246, -1.68715)
O (5.96294, 0.39315, -0.41011)
O (-0.40570, -1.46281, -2.33203)
C (-2.39187, -5.02812, -0.67698)
H (4.12927, 0.04540, -2.08333)
H (-6.73675, 0.47446, 3.47249)
C (-4.06095, 3.34105, -1.31312)
C (1.60175, -5.55660, 0.04902)
C (-4.88702, -5.59783, -0.94698)
H (-4.95520, 3.50577, 0.68348)
H (4.97189, -1.38206, -2.71949)
C (2.12922, -6.45574, 1.14013)
Ga (-2.05502, 3.26609, -1.77347)
H (-5.42417, 2.08462, -0.22560)
O (1.09044, 4.35766, -0.81613)
O (-5.74737, -0.30133, 1.29759)
C (2.33180, 4.12701, -1.24331)
C (0.67586, 5.71264, -0.60115)
H (-7.59827, -2.74310, 1.54932)
H (-4.67641, -6.63748, -1.20362)
H (-6.52020, -1.14940, 4.15943)
C (5.06786, -0.31858, -2.49378)
C (-6.95108, -0.58245, 3.33265)
H (2.85328, 3.81374, 3.60449)
C (-3.77838, -5.04211, -0.08352)
C (4.16705, -2.81299, 4.06034)
C (-6.53844, -2.49628, 1.64409)
H (4.56907, -3.43268, 4.85850)
H (7.55572, -1.62832, -2.10647)
C (-0.92232, -0.14432, -2.45091)
H (2.40385, 4.67729, 5.08822)
H (1.95412, -5.99435, 2.10848)
H (4.70729, -1.86562, 4.03138)
H (1.11740, 6.38939, -1.32376)
H (3.20140, -6.61338, 1.01221)
C (-0.82597, 5.79800, -0.70690)
H (1.62228, -7.42199, 1.10413)
H (-0.90565, 0.07997, -4.60854)
C (1.75886, -6.03789, -1.37456)
C (-6.35834, -1.04763, 2.02332)
H (-2.08049, -6.04583, -0.92294)
H (2.73182, -2.61396, 1.62679)
H (1.55260, -1.45248, -1.62597)

Forces on atoms 1 to 6 (eV/Å):
-0.08 -0.16 -0.18
-0.11 -0.07 0.12
0.17 -0.16 0.07
0.00 -0.07 0.12
-0.01 0.00 -0.01
-0.06 -0.17 -0.25

Computed properties:
Total charge   -1
HOMO   -3.907 eV
Strongest force on any atom   0.97 eV/Å
HOMO-LUMO gap   5.839 eV
Spin multiplicity   1

The following is a DFT calculation (ωB97M-V with the def2-TZVPD basis set) of a 3-piece molecular cluster, C31H63IN3O12PS overall.

Cartesian coordinates (Å):
H (-1.10718, -3.24535, -4.15356)
N (0.71375, 1.71608, -4.34769)
O (-0.59266, 5.53033, -0.10579)
O (1.48673, 0.70593, -2.42191)
H (4.05529, -0.53234, -0.09237)
H (-6.67048, -5.59794, -0.04409)
H (3.03602, 2.72404, 4.04765)
C (6.43819, 0.45904, -0.31703)
H (-1.70943, 4.44079, 1.28335)
H (2.99072, -0.28286, 1.67363)
H (1.77846, -0.62811, -0.20576)
O (-5.11005, -3.76755, -0.64438)
H (-3.63954, -0.38532, -0.83100)
H (-4.46933, -0.52938, 0.77323)
C (-3.65969, -0.87650, 0.13528)
S (-2.17305, -0.71399, 1.03781)
C (1.90040, 1.42217, -3.55569)
I (4.82865, 0.89299, -6.79128)
C (4.03038, -0.03572, -1.06585)
C (-0.21791, 2.93230, -1.50718)
H (3.71243, 2.03579, -1.58550)
H (6.35437, 2.35931, 0.70614)
O (-1.98122, 0.63509, 1.50621)
O (-1.22839, 7.64822, -0.04169)
H (-2.13597, 3.69095, -0.98501)
O (-1.60256, -1.68595, -1.26156)
C (-0.91060, -1.88965, -2.50212)
C (5.48640, 0.15165, -1.49470)
H (5.97231, 0.14344, 0.61887)
H (3.50491, 1.69278, 0.09472)
H (-2.62068, -2.51021, -3.63725)
O (-2.14779, -1.77417, 2.02361)
O (2.05029, 0.22571, 3.43872)
O (-0.16571, -0.05167, -0.66496)
C (2.86012, 2.01905, 4.86177)
C (-9.01773, -3.00117, 2.68806)
H (5.56101, 0.98482, -2.19217)
H (8.64041, 2.23527, 1.03415)
H (0.11684, -2.21144, -2.32282)
C (3.28452, 1.30076, -0.89839)
O (-8.70432, -2.67196, 0.34207)
H (-0.38433, 7.75119, 2.32382)
C (1.13055, 0.25308, -0.13769)
O (4.54087, 2.40174, -4.27787)
N (-3.39511, -4.98856, 0.13276)
H (0.48716, 6.18491, 2.20832)
H (-8.61871, -3.87758, 3.20043)
P (0.09781, -2.64374, 0.47687)
O (-0.67428, -3.90544, 0.39655)
C (-1.27766, 3.27922, -0.44830)
H (-2.00387, -6.55765, 0.06724)
H (-2.81005, -4.20071, -0.10828)
C (-0.88300, 4.30204, 0.58365)
H (1.25261, -2.67426, -0.32886)
H (-6.79584, -2.60075, 3.72330)
H (4.04030, 0.47893, 3.94678)
H (2.48892, 0.12975, -5.20266)
H (1.88781, 3.33995, -1.53426)
H (3.48262, -0.71402, -1.71768)
C (-6.15322, -2.34521, 2.88844)
C (-0.43838, 6.71644, 2.00122)
H (2.98287, -0.11240, 5.21171)
C (1.76903, 1.26731, -1.12694)
H (0.56808, -2.28294, 1.74550)
H (-1.22434, 6.22924, 2.58229)
C (2.95916, 0.59895, -4.33997)
C (1.07842, 0.67234, 1.32852)
C (-1.68056, -2.93274, -3.28234)
H (0.64210, 1.65775, 1.46850)
H (0.21902, 0.85126, -4.53751)
H (1.31309, 2.99725, 0.05183)
C (8.35156, 2.17892, -0.01402)
C (-8.20443, -2.67429, 1.45259)
H (0.97410, 2.13058, -5.23548)
C (1.20476, 2.68718, -0.98525)
H (5.83999, -0.75161, -1.99413)
H (-1.62501, 2.37919, 0.05702)
H (-6.39105, -2.18228, 0.78542)
H (1.85977, 2.18237, 5.25643)
H (-5.73969, -1.34834, 3.05383)
H (-3.77159, -1.95004, -0.01740)
H (-0.18672, 3.74796, -2.22822)
H (8.92775, 1.37850, -0.48036)
N (-6.88967, -2.38326, 1.63999)
C (-0.85861, -1.15385, -0.22056)
H (3.38123, -0.20372, -3.73940)
H (6.48453, 2.51486, -1.03404)
C (-5.66917, -5.91678, 0.23011)
H (-5.42715, -6.83630, -0.30371)
C (2.38544, 0.52489, 2.09998)
H (-9.02428, -2.16274, 3.38539)
H (-1.91403, -3.78935, -2.65422)
H (-0.57264, 2.06855, -2.06242)
H (3.59213, 2.24407, 5.63861)
H (-2.25259, -5.84446, 1.66548)
C (-0.80913, 6.69051, 0.54868)
H (-5.63767, -6.11650, 1.30200)
C (4.07339, 1.46637, -4.83809)
H (-5.32742, -3.05804, 2.84288)
H (-10.03555, -3.20787, 2.37369)
H (-0.02090, 3.99569, 1.18221)
C (3.04092, 0.59371, 4.38371)
H (-3.48466, -6.90310, 0.96519)
C (6.84186, 1.94330, -0.17795)
H (-0.88733, -0.94489, -3.04486)
H (2.95675, 1.45775, 2.06904)
C (-2.75137, -6.13553, 0.74041)
H (7.34506, -0.13764, -0.41674)
H (2.34354, 2.38872, -3.31799)
H (0.38850, -0.00105, 1.83621)
C (-4.71199, -4.80732, -0.13857)
H (8.66237, 3.10535, -0.49632)

Forces on atoms 1 to 6 (eV/Å):
0.04 -0.08 0.00
0.14 -0.14 0.12
-0.30 -0.14 -0.15
0.15 -0.04 0.11
-0.06 -0.19 -0.08
0.00 0.03 -0.01

Computed properties:
Total charge   0
SMILES   CCCCCC[C@@](CCCCOC(C)=O)(O[C@H](N)CC(=O)I)[C@@H](CCOCC)O[C@@](OCC)([PH2]=O)S(C)(=O)=O.CNC(C)=O.CNC(C)=O
HOMO   -9.067 eV
Strongest force on any atom   0.71 eV/Å
HOMO-LUMO gap   9.225 eV
Spin multiplicity   1

Calculated energy (a.u.), listed in the same order as above: -4193.81192; -3323.35628